[1]
The following is a DFT calculation (the ωB97M-V functional and the def2-TZVPD basis) of C39H39BF3NO3 as an isolated structure at a distorted geometry.

```
86
Properties=species:S:1:pos:R:3:forces:R:3
C -2.672859 5.831590 -0.846573 -0.88 0.47 -0.45
C -1.956630 4.826467 -0.074308 0.86 -0.87 1.06
C -2.072912 4.531581 1.259615 0.00 0.08 -0.75
C -1.047968 3.604673 1.558883 0.82 -0.37 -1.16
C -0.307973 3.398968 0.388805 -2.48 1.14 1.33
B -1.829861 -1.370964 0.073452 0.97 4.10 -0.17
C 1.081334 3.084955 0.286625 1.63 0.36 -0.34
C 1.811707 2.896009 1.482132 -0.26 -0.08 -0.32
C 3.193699 2.834444 1.466526 -0.28 -0.02 -0.25
C 3.863947 2.952352 0.252516 0.12 -0.09 -0.03
C 5.359601 2.952668 0.243573 0.70 -0.46 0.04
F 5.854411 1.977871 -0.602419 -0.21 1.02 0.62
F 5.875579 4.143625 -0.165127 -0.19 -0.86 0.17
F 5.890742 2.693659 1.483081 -0.31 0.37 -1.08
C 3.171672 3.102579 -0.954854 0.18 0.01 0.41
C 1.797010 3.232504 -0.929978 -0.74 -0.14 0.36
O -2.419229 -1.203517 1.333910 -0.42 0.08 -0.72
C -3.770869 -0.752445 1.087734 -0.23 0.13 0.11
C -4.738887 -1.817767 1.595409 -0.09 -0.30 -0.04
C -3.970466 0.469334 1.959547 0.13 0.43 0.25
C -3.858622 -0.453411 -0.486472 0.42 -0.04 -0.33
C -4.855270 -1.267861 -1.298434 -0.46 -0.13 0.13
C -3.993332 1.022749 -0.861217 -0.10 0.41 0.17
O -2.587460 -0.853746 -0.987229 -0.85 -0.18 0.54
O -0.938554 4.102552 -0.641725 0.30 0.29 1.00
H -3.112361 6.532015 -0.121379 0.11 -0.13 -0.33
H -2.043512 6.396356 -1.542535 -0.06 -0.23 0.13
H -3.507836 5.373469 -1.388531 0.12 0.18 -0.18
H -2.771677 5.006287 1.939427 0.12 -0.23 -0.14
H -0.820431 3.195136 2.531007 0.02 0.03 -0.09
H 1.284689 2.865533 2.437619 0.22 -0.11 -0.37
H 3.740040 2.688778 2.393674 -0.06 0.11 -0.21
H 3.700199 3.112725 -1.905601 0.01 0.22 0.23
H 1.252322 3.495059 -1.841187 0.15 -0.31 0.30
H -5.777820 -1.498446 1.430927 0.23 -0.17 -0.02
H -4.574757 -2.801911 1.135568 -0.07 0.29 -0.03
H -4.595395 -1.932256 2.679235 0.00 0.01 -0.29
H -4.976329 0.887695 1.830924 0.26 0.09 -0.03
H -3.872921 0.166965 3.008677 0.00 0.02 -0.16
H -3.190038 1.219572 1.770420 -0.38 -0.07 -0.07
H -5.881814 -1.090746 -0.956666 0.05 -0.18 -0.13
H -4.780032 -0.963567 -2.354046 -0.01 -0.05 0.38
H -4.609664 -2.338091 -1.259751 -0.19 0.24 0.16
H -4.924510 1.470073 -0.484541 0.25 -0.07 -0.01
H -3.126901 1.602329 -0.507470 -0.33 -0.17 0.07
H -4.005160 1.120976 -1.953237 0.03 -0.16 0.18
C 6.088144 -0.617191 1.320395 -0.17 0.18 -0.22
N 5.031547 -1.512937 1.760225 1.29 -0.14 0.39
C 5.418001 -2.509686 2.742596 -0.32 -0.01 -0.18
C 3.757323 -1.396935 1.294156 -1.22 0.23 -0.40
C 3.408583 -0.396509 0.341435 0.67 -0.31 0.94
C 2.093718 -0.181602 0.002517 -1.19 -0.39 -0.42
C 1.036305 -1.063431 0.362885 2.10 -0.56 1.40
C -0.212309 -1.058927 -0.384119 -1.75 -1.69 0.79
C -1.121361 -2.766531 -0.170252 2.00 -2.85 -1.44
C -1.220645 -3.219308 -1.512091 -0.34 0.01 0.87
C -1.820370 -4.444679 -1.812746 -0.03 -0.06 0.43
C -2.231103 -5.286794 -0.774892 0.43 0.46 -0.02
C -1.908702 -4.960403 0.556938 0.21 0.35 -0.22
C -1.325360 -3.728334 0.852744 -0.18 0.00 -0.03
C -0.673606 -2.279033 -2.463796 0.76 0.73 -0.24
C -0.066552 -1.114953 -1.856582 -0.25 -1.60 -1.35
C 0.650138 -0.278880 -2.725459 -0.46 0.18 0.20
C 0.688086 -0.531563 -4.108660 -0.52 -0.32 0.15
C 0.022271 -1.625955 -4.672965 0.06 0.17 0.40
C -0.626500 -2.529920 -3.828323 -0.01 0.69 0.04
C 1.397721 -2.035490 1.334642 -0.40 0.45 -0.82
C 2.693879 -2.210111 1.778766 0.96 0.36 0.20
H 5.835418 0.436396 1.504417 0.02 -0.33 -0.02
H 7.004024 -0.843845 1.879835 -0.29 0.09 -0.27
H 6.295074 -0.724198 0.244138 0.03 0.03 0.20
H 5.325906 -3.527959 2.339149 0.05 0.06 0.12
H 6.463784 -2.328651 3.018553 -0.41 -0.20 0.00
H 4.793607 -2.441742 3.642506 0.11 -0.04 -0.02
H 4.188260 0.235350 -0.092150 -0.40 -0.14 0.31
H 1.841648 0.701635 -0.579516 0.29 -0.43 -0.06
H -1.939463 -4.720089 -2.854074 -0.15 -0.15 0.15
H -2.760840 -6.211968 -0.996596 0.21 0.15 0.03
H -2.097782 -5.663472 1.365683 -0.05 0.14 -0.21
H -1.089056 -3.496754 1.892775 -0.40 0.06 -0.32
H 1.148814 0.611985 -2.343416 -0.17 -0.30 -0.23
H 1.213676 0.162875 -4.758444 -0.02 -0.09 0.13
H -0.018232 -1.771560 -5.748464 0.22 0.03 0.15
H -1.129967 -3.407347 -4.226293 0.18 0.15 -0.04
H 0.637621 -2.715101 1.698996 0.29 0.10 -0.07
H 2.923401 -2.993244 2.509457 -0.24 0.33 -0.29
```
Positions in Å, forces in eV/Å.

HOMO-LUMO gap   6.1 eV
Total charge   0
LUMO   -0.01489 Eh
E_tot   -2114.449256 Ha
Relative energy (zero: lowest compared OMol25 entry of this formula, charge and spin)   1.6 kJ/mol

[2]
The following is a DFT calculation (the ωB97M-V functional and the def2-TZVPD basis) of C39H39Cl3GeN3Ni as an isolated structure.

```
86
Properties=species:S:1:pos:R:3:forces:R:3
Ni 0.192098 -0.052822 0.451208 0.41 -0.10 -0.20
C -1.432760 -2.657590 2.955921 -0.04 0.01 0.02
C -2.570605 -2.200065 2.082325 0.10 0.05 -0.11
C -3.668662 -3.034397 1.894574 0.00 -0.01 -0.01
C -4.752651 -2.631315 1.135575 0.00 0.03 -0.02
C -4.760935 -1.374157 0.549709 -0.01 -0.04 0.01
C -3.682632 -0.514837 0.701020 -0.01 0.09 0.14
C -3.708757 0.868230 0.116113 0.06 -0.01 -0.06
C -2.593964 -0.950923 1.460428 -0.06 -0.15 0.06
N -1.468019 -0.063786 1.576802 0.08 0.19 0.20
C -1.336450 0.685641 2.605346 -0.17 -0.06 -0.17
C -2.273022 0.714778 3.765090 0.00 0.00 -0.03
C -0.155996 1.631276 2.589017 0.14 0.00 -0.06
C 0.066974 2.501843 3.777273 -0.01 0.00 0.00
N 0.582833 1.595646 1.541575 -0.41 0.05 0.17
C 1.652864 2.531116 1.383211 0.18 0.06 0.01
C 1.371007 3.876754 1.130284 -0.01 -0.07 -0.07
C -0.030932 4.427107 1.110855 0.02 0.01 0.01
C 2.451576 4.728659 0.919944 0.03 0.00 0.05
C 3.755410 4.269894 1.012538 -0.03 0.01 0.01
C 4.004428 2.935950 1.296401 0.01 0.00 -0.09
C 2.958433 2.039906 1.462457 -0.05 -0.04 -0.04
C 3.218314 0.585273 1.738792 0.02 0.02 -0.05
H -1.145543 -3.678561 2.704656 -0.02 -0.01 0.01
H -1.735701 -2.664924 4.004861 0.00 0.01 0.02
H -0.548474 -2.027757 2.870426 0.00 0.00 0.01
H -3.671885 -4.009733 2.364437 0.00 -0.02 0.01
H -5.598532 -3.292546 1.008846 -0.02 -0.01 0.00
H -5.615215 -1.051393 -0.031252 -0.01 0.01 -0.01
H -4.433511 0.933472 -0.692783 -0.01 0.01 -0.01
H -2.729893 1.159390 -0.274976 -0.07 -0.01 0.02
H -3.983764 1.607464 0.872445 0.01 0.03 0.00
H -3.140015 0.085653 3.586336 0.00 0.00 0.01
H -2.603659 1.733876 3.967331 0.00 0.01 0.00
H -1.761268 0.362177 4.663396 0.01 0.00 0.01
H 0.135090 1.877761 4.670617 0.00 0.00 0.01
H -0.780720 3.171870 3.928779 0.00 0.02 0.00
H 0.974488 3.090464 3.682313 0.00 -0.01 0.00
H -0.763794 3.710439 0.740029 -0.01 -0.01 0.02
H -0.079553 5.317098 0.485842 -0.01 0.00 -0.02
H -0.344498 4.730579 2.111884 0.00 0.01 0.01
H 2.262165 5.773065 0.708565 -0.01 0.02 -0.01
H 4.578581 4.956566 0.872467 0.02 0.01 -0.01
H 5.023329 2.579188 1.376693 0.01 0.00 0.00
H 4.280345 0.364085 1.653610 0.01 0.00 0.02
H 2.699078 -0.058022 1.016913 0.01 -0.01 -0.01
H 2.895632 0.297380 2.741403 -0.03 -0.03 0.00
C -0.796241 2.578622 -1.933555 0.10 0.00 -0.12
Ge -0.352021 0.704597 -1.829644 -0.17 -0.23 -0.05
C -1.573570 -0.461372 -2.751502 0.12 0.22 -0.11
C -1.554781 -0.277217 -4.136976 -0.12 -0.04 -0.02
C -2.374590 -1.048037 -4.948489 0.02 0.01 0.02
C -3.210541 -1.998332 -4.379686 -0.01 -0.01 -0.03
C -3.222318 -2.186816 -3.004918 -0.01 -0.01 0.03
C -2.404059 -1.421200 -2.187106 0.07 -0.12 0.02
C 1.524621 0.289551 -1.857114 -0.34 -0.14 0.41
C 2.346185 1.398715 -1.713749 0.26 -0.02 0.01
C 3.729614 1.307716 -1.933081 -0.15 0.20 0.12
C 4.278997 0.101652 -2.255052 0.09 -0.10 -0.05
C 3.488327 -1.061777 -2.411768 -0.11 -0.03 0.00
C 4.083250 -2.277404 -2.825407 0.04 0.02 0.00
C 3.318968 -3.382786 -3.054482 -0.06 -0.04 0.00
C 1.923688 -3.315443 -2.869066 0.05 0.01 -0.03
C 1.323129 -2.155270 -2.460426 -0.02 0.02 -0.02
C 2.084586 -0.991355 -2.213676 0.18 0.11 -0.22
H -0.670998 2.834285 -2.990284 -0.03 0.06 0.01
H -0.145080 3.219300 -1.346109 0.01 -0.01 0.02
H -1.838053 2.744107 -1.670117 0.00 -0.01 0.02
H -0.902870 0.456493 -4.600939 -0.01 0.03 0.01
H -2.359943 -0.903605 -6.019900 0.00 -0.01 -0.01
H -3.852209 -2.596617 -5.012065 -0.01 -0.01 0.00
H -3.868609 -2.934264 -2.564303 -0.02 -0.01 0.00
H -2.411686 -1.595170 -1.119338 0.01 0.00 -0.01
H 1.932956 2.368035 -1.461685 -0.02 -0.02 0.04
H 4.339870 2.194817 -1.849713 0.05 0.02 0.02
H 5.345313 0.019020 -2.426691 0.02 0.01 0.00
H 5.153832 -2.300200 -2.982956 0.02 -0.02 0.00
H 3.771868 -4.305735 -3.389534 0.02 0.00 0.00
H 1.318478 -4.189177 -3.071883 -0.02 -0.01 0.00
H 0.249456 -2.131046 -2.344352 -0.03 -0.01 0.00
Cl 3.440076 -4.201316 0.386773 -0.03 0.02 0.02
C 1.782250 -4.284075 0.978369 0.09 -0.17 0.05
Cl 0.880068 -5.579122 0.193087 0.01 0.05 0.01
Cl 1.751203 -4.458510 2.737088 0.02 0.00 -0.06
C 1.125704 -3.015059 0.645298 -0.16 0.15 -0.08
N 0.613893 -2.025782 0.385651 0.02 0.07 0.16
```
Positions in Å, forces in eV/Å.

HOMO-LUMO gap (alpha / beta)   6.6 / 6.9 eV
Total charge   +2
LUMO (alpha / beta)   -0.25956 / -0.25045 Eh
E_tot   -6639.113201 Ha
Relative energy (zero: lowest compared OMol25 entry of this formula, charge and spin)   0.0 kJ/mol
2S+1   2
Expectation value of S²   0.84

[3]
The following is a DFT calculation (the ωB97M-V functional and the def2-TZVPD basis) of C39H39NO22SSi2 as an isolated structure at a distorted geometry.

```
104
Properties=species:S:1:pos:R:3:forces:R:3
C -1.602815 0.527390 3.726427 0.02 0.02 0.05
C -2.698016 0.840679 3.353196 -0.19 0.33 -0.61
C -3.981171 1.151386 2.697837 0.33 -0.37 0.68
Si -3.934511 0.599199 0.883296 -1.01 -0.29 -0.06
O -4.309992 1.808834 -0.226050 1.64 -0.03 0.81
Si -3.126072 2.952037 -0.592070 -1.09 0.04 -1.39
S -1.092117 2.271173 -0.403798 0.52 0.10 0.33
C -3.466732 3.504124 -2.366361 -0.45 -0.68 0.26
C -3.868152 2.323552 -3.308886 0.07 0.96 -0.89
C -2.721486 1.887794 -4.263217 -0.08 -0.73 0.55
C -2.450306 0.365642 -4.258303 0.31 0.82 -0.66
N -2.535049 -0.220497 -2.916647 0.23 0.04 -0.85
C -1.873505 -1.470844 -2.814332 -0.26 -0.85 1.18
C -2.384277 -2.402446 -1.709857 -0.22 1.15 0.43
O -0.995618 -1.849815 -3.538812 0.18 0.10 -0.87
H -0.623942 0.267060 4.045366 0.03 0.00 0.12
H -4.292509 2.186581 2.863771 0.14 -0.04 -0.13
H -4.721035 0.519873 3.209312 -0.16 0.18 -0.27
H -4.977470 -0.436843 0.718197 -0.07 0.12 -0.06
H -2.655474 -0.079226 0.651886 0.17 0.14 -0.16
H -3.250612 4.142559 0.268306 0.23 -0.15 0.29
H -1.042106 0.938423 -0.598092 -0.44 0.27 0.01
H -2.618416 4.060928 -2.778612 -0.09 -0.05 0.10
H -4.321508 4.193587 -2.335283 0.21 0.02 0.22
H -4.662243 2.717432 -3.955065 -0.04 -0.20 0.20
H -4.313045 1.487979 -2.765560 0.23 0.05 0.00
H -2.942860 2.141448 -5.303703 0.00 0.14 0.18
H -1.799083 2.423941 -4.004854 -0.09 -0.14 0.05
H -3.163746 -0.118768 -4.935255 -0.02 -0.14 0.34
H -1.466285 0.230834 -4.717461 -0.12 -0.20 0.18
H -2.151799 0.461014 -2.267775 -0.22 -0.28 0.39
H -1.572027 -2.639225 -1.017289 -0.02 -0.19 -0.24
H -3.163002 -1.879678 -1.143616 0.06 -0.24 -0.05
H -2.815468 -3.312949 -2.127834 0.23 0.08 -0.10
C 2.758334 1.077034 -7.268126 0.15 0.19 -0.08
C 1.535725 0.619142 -6.969449 0.42 -0.37 0.11
C 0.311480 1.461675 -7.172894 -0.13 0.50 -0.16
O -0.775490 0.988530 -6.901943 0.06 -0.25 0.04
C 0.485347 2.815783 -7.681597 -0.14 -0.18 0.09
C 1.708241 3.272821 -7.975476 -0.40 0.37 -0.09
C 2.930249 2.422150 -7.799665 0.25 -0.74 0.25
O 4.019754 2.875362 -8.097869 -0.16 0.46 -0.09
O 1.912063 4.504948 -8.440420 0.34 -0.27 0.06
O 1.340027 -0.602437 -6.477217 -0.36 0.35 -0.13
H 3.648225 0.478853 -7.126745 0.00 0.01 0.01
H -0.402479 3.419593 -7.806841 0.02 0.02 -0.02
H 2.875769 4.581978 -8.572109 0.02 0.06 -0.04
H 0.376974 -0.692745 -6.344864 0.00 -0.13 0.10
C 3.109762 -1.442506 4.744722 0.10 -0.12 0.19
C 2.347643 -1.363047 3.648139 0.24 0.44 0.20
C 1.728893 -2.580523 3.028111 -0.05 -0.62 0.03
O 1.029876 -2.441676 2.042388 0.03 0.35 -0.04
C 2.000752 -3.875406 3.637489 -0.12 0.14 -0.18
C 2.766332 -3.955950 4.732581 -0.22 -0.50 -0.24
C 3.361409 -2.736033 5.367546 0.04 0.56 -0.07
O 4.031303 -2.874036 6.371786 0.05 -0.27 0.11
O 3.045138 -5.117758 5.321656 0.15 0.41 0.18
O 2.090630 -0.202992 3.042445 -0.21 -0.38 -0.12
H 3.558762 -0.571851 5.201804 -0.01 0.01 -0.02
H 1.564206 -4.747601 3.171801 0.01 -0.01 0.02
H 3.614181 -4.899153 6.085357 0.07 -0.07 0.02
H 1.519547 -0.426019 2.282546 -0.02 0.08 -0.06
C 5.484868 3.228338 -4.676321 0.02 -0.16 -0.18
C 5.324940 4.181437 -3.751568 -0.02 0.08 -0.48
C 5.356829 3.864215 -2.286288 0.04 -0.45 0.40
O 5.224578 4.772298 -1.488530 -0.04 0.25 -0.21
C 5.540544 2.473088 -1.888011 -0.03 0.24 0.03
C 5.696830 1.520787 -2.816142 0.00 -0.12 0.56
C 5.692703 1.843454 -4.279803 -0.06 0.44 -0.43
O 5.858144 0.944722 -5.082786 -0.01 -0.30 0.27
O 5.865465 0.238263 -2.496280 0.00 0.13 -0.42
O 5.129595 5.460059 -4.073504 0.02 -0.12 0.41
H 5.466411 3.442816 -5.736817 0.00 0.00 0.00
H 5.544119 2.254109 -0.829567 0.01 -0.02 -0.01
H 5.955266 -0.236504 -3.343927 0.01 -0.07 0.01
H 5.046682 5.936254 -3.226037 0.00 0.07 0.00
C 6.594678 -4.681662 11.088777 -0.14 -0.17 -0.09
C 7.420549 -3.658323 10.842041 -0.12 -0.15 0.53
C 7.750103 -3.234297 9.442723 -0.09 -0.11 -0.57
O 8.491884 -2.285402 9.278853 0.07 0.06 0.31
C 7.164425 -3.987780 8.340563 0.15 0.16 0.07
C 6.342298 -5.012456 8.587783 0.20 0.26 -0.59
C 5.992054 -5.419107 9.986080 0.04 0.05 0.52
O 5.224034 -6.348269 10.148644 -0.05 -0.08 -0.32
O 5.792291 -5.725414 7.598423 -0.22 -0.12 0.49
O 7.995285 -2.957952 11.819147 0.07 0.10 -0.42
H 6.347500 -4.995750 12.092962 0.00 0.02 0.00
H 7.421798 -3.683086 7.336082 -0.04 0.00 0.00
H 5.243841 -6.402261 8.038359 0.01 -0.07 -0.02
H 8.537711 -2.279652 11.374727 0.03 0.05 0.04
C -9.152860 -1.246732 0.200489 -0.21 -0.01 0.14
C -8.369658 -0.487550 -0.575769 0.15 -0.52 0.15
C -8.763958 0.905128 -0.969181 -0.43 0.42 0.04
O -8.003930 1.554579 -1.660836 0.24 -0.23 -0.05
C -10.048621 1.412339 -0.503668 0.22 0.03 -0.12
C -10.832483 0.651739 0.269474 -0.16 0.52 -0.16
C -10.426013 -0.730403 0.684458 0.42 -0.44 -0.05
O -11.172245 -1.367351 1.403243 -0.25 0.23 0.02
O -12.014993 1.074826 0.715296 0.16 -0.39 0.11
O -7.199949 -0.919846 -1.041088 -0.16 0.43 -0.14
H -8.878281 -2.250637 0.492197 0.02 0.01 -0.01
H -10.330339 2.410687 -0.807291 -0.02 0.00 0.02
H -12.374408 0.340990 1.248457 -0.06 0.01 0.04
H -6.837890 -0.181005 -1.567383 0.12 -0.02 -0.01
```
Positions in Å, forces in eV/Å.

HOMO-LUMO gap   8.1 eV
Total charge   0
LUMO   -0.05877 Eh
E_tot   -4196.757474 Ha